This record from the OMol25 dataset describes 2 unconnected molecules or ions with the total composition C4H3OP. The level of theory is ωB97M-V/def2-TZVPD.

Last columns: bonded neighbours and bond lengths (Å).
Cartesian coordinates (Å):
1 C -1.13807 2.24327 2.19926  C2 1.207, H7 1.082
2 C -0.13030 1.58992 2.32344  C1 1.207
3 C 0.84542 -1.45139 -2.36697  C4 1.476, O5 1.209, H8 1.168
4 C 0.69072 -1.05699 -0.95354  C3 1.476, P6 1.641, H9 1.153
5 O 0.19323 -2.32816 -2.88541  C3 1.209
6 P 1.73346 -0.14786 -0.07128  C4 1.641
7 H -1.67660 3.17963 2.13422  C1 1.082
8 H 1.79474 -0.93552 -2.81071  C3 1.168
9 H -0.32370 -1.11361 -0.40794  C4 1.153

Calculated values
- E_LUMO (alpha / beta): -3.81 / -3.81 eV
- Kohn-Sham gap (alpha / beta): 5.33 / 5.33 eV
- E_HOMO (alpha / beta): -9.138 / -9.135 eV
- ΔE to the lowest compared entry with this formula, charge and spin: 166.79 kcal per mole

Atomic partial charges in e from the Löwdin method, atoms 1 to 5: atom 1 (C): -0.2147, atom 2 (C): -0.1988, atom 3 (C): -0.3776, atom 4 (C): -0.5213, atom 5 (O): 0.0660